Entry 1:
83
Properties=species:S:1:pos:R:3 method="wB97M-V/def2-TZVPD" charge=-1 homo_lumo_gap_ev=5.52 total_energy_ha=-4982.1029 homo_energy_ev=-4.36 e_above_lowest_ev=1.218 e_lumo_ev=1.152
Cd -0.13290 -0.34144 -0.56080
C 4.27593 -1.11903 0.56846
C 2.88088 -0.90603 0.53467
N 2.18262 -0.77739 -0.53712
C 2.79465 -0.78421 -1.75255
C 4.14835 -1.12529 -1.91540
C 4.82457 -1.28614 -0.68290
C 4.75042 -1.30121 -3.18911
C 4.07307 -0.84671 -4.28690
C 2.68751 -0.52760 -4.11359
C 2.00778 -0.53295 -2.91942
N 0.67743 -0.24349 -2.78399
C -0.23336 0.08054 -3.70309
C -0.02787 0.79387 -4.84046
C -1.07950 0.96725 -5.82415
C -2.29151 0.47314 -5.57644
C -2.57511 -0.38521 -4.48897
C -3.80054 -0.96344 -4.22425
C -3.94821 -1.83771 -3.13003
C -2.85895 -2.00538 -2.26911
N -1.68693 -1.42862 -2.50008
C -1.55975 -0.50882 -3.53064
H 4.81799 -1.25354 1.50928
H 2.42699 -0.66904 1.48276
H 5.85626 -1.53705 -0.77541
H 5.79847 -1.57238 -3.10314
H 4.47393 -0.94891 -5.24253
H 2.05049 -0.29139 -4.98998
H 0.92971 1.20578 -4.99814
H -0.91903 1.59981 -6.72222
H -3.12990 0.65463 -6.19100
H -4.62952 -0.82663 -4.94345
H -4.93758 -2.36571 -2.89914
H -2.90988 -2.56822 -1.30102
C 4.15817 3.21425 -0.24219
O 4.07555 3.13692 1.11325
C 2.98399 2.44405 1.66992
C 3.19095 1.91230 2.91406
C 2.11205 1.41324 3.61080
C 0.81075 1.30371 3.05978
C -0.27669 0.79580 3.86774
C 0.21181 -0.02240 5.13296
O -1.42283 1.11088 3.77643
C 0.69647 1.60853 1.63186
O -0.40698 1.30388 0.98980
C 1.75716 2.24663 1.00801
H 5.12877 3.58542 -0.48925
H 3.43006 3.85613 -0.74096
H 4.03819 2.18011 -0.62771
H 4.17838 2.07494 3.35155
H 2.18066 1.27022 4.66410
H 0.87230 0.59621 5.78164
H 0.83097 -0.85310 4.79295
H -0.60084 -0.52213 5.62475
H 1.48409 2.47122 -0.03059
O 0.34653 -2.09768 1.53735
C -0.88746 -1.97713 1.65937
O -1.67724 -1.53009 0.75044
C -1.43173 -2.26765 3.02264
C -2.55784 -1.57864 3.45966
C -3.01431 -1.68676 4.74918
C -2.50349 -2.68014 5.56649
C -1.39440 -3.44626 5.11013
C -0.87888 -3.26875 3.81455
N -0.81634 -4.41303 6.10242
O 0.22068 -4.94126 5.79330
O -1.45544 -4.75532 7.04005
H -2.80628 -0.67913 2.81943
H -3.79278 -1.06342 5.07484
H -2.85288 -2.76274 6.62123
H 0.03171 -3.77428 3.51429
Se -1.47536 3.98512 -3.67835
N -3.07656 4.28153 -2.97962
C -3.20743 3.34480 -2.05829
C -4.42752 3.12101 -1.40918
C -4.41205 2.14773 -0.45619
C -3.25254 1.24803 -0.40020
N -2.17800 1.36300 -1.09046
C -2.09327 2.45176 -1.90852
N -1.01123 2.67262 -2.62865
H -5.19883 3.95086 -1.45386
H -5.27111 1.97707 0.14900
H -3.29547 0.43045 0.31988



Entry 2:
79
Properties=species:S:1:pos:R:3 method="wB97M-V/def2-TZVPD" charge=+4 homo_lumo_gap_ev=6.35 total_energy_ha=-4787.1983 homo_energy_ev=-18.98 e_above_lowest_ev=0.364 e_lumo_ev=-12.635
Ta -0.32312 -0.38906 0.14510
C -2.87185 0.71335 3.53486
C -1.99958 1.21699 4.48687
C -0.64177 1.30937 4.19153
C -0.19616 0.89570 2.95234
N -1.05686 0.42806 2.01258
C -2.36856 0.33684 2.30424
C 1.22043 0.84470 2.53575
C 2.28600 1.32403 3.27583
C 3.57076 1.18390 2.76593
C 3.76359 0.58155 1.52933
C 2.65730 0.13129 0.82929
N 1.41054 0.25103 1.33315
C 2.68879 -0.48842 -0.50788
C 3.84366 -0.73126 -1.22071
C 3.75404 -1.29546 -2.48920
C 2.50281 -1.59621 -3.00590
C 1.38305 -1.34042 -2.24449
N 1.45446 -0.79676 -1.00201
H -3.92992 0.61279 3.73204
H -2.36329 1.52523 5.45872
H 0.05166 1.67824 4.93292
H -3.01827 -0.05784 1.53102
H 2.12888 1.80469 4.23078
H 4.42056 1.55010 3.32826
H 4.75930 0.47756 1.12424
H 4.81032 -0.48792 -0.80507
H 4.65146 -1.49478 -3.06106
H 2.39092 -2.03750 -3.98617
H 0.39646 -1.58403 -2.61147
F -1.74904 -5.32332 -0.94246
C -2.36002 -5.17012 0.23833
F -3.52998 -4.55707 0.00738
F -2.58634 -6.35171 0.77152
C -1.51095 -4.29922 1.14624
C -1.07878 -4.71429 2.40263
C -0.32283 -3.85554 3.19620
C -0.00728 -2.60030 2.71547
N -0.41360 -2.20234 1.49688
C -1.15313 -3.03123 0.74248
S -1.59785 -2.17243 -0.75130
H -1.33855 -5.70410 2.75797
H 0.01724 -4.16203 4.17519
H 0.58485 -1.90401 3.29431
O -1.14128 0.77351 -0.99594
As -2.69378 1.29522 -2.00550
C -2.96045 -0.30642 -2.98491
C -1.91403 -0.67455 -3.84263
C -2.03370 -1.82363 -4.60428
C -3.19000 -2.59564 -4.52118
C -4.22550 -2.22399 -3.67631
C -4.11670 -1.08022 -2.89918
C -3.83437 1.79147 -0.56950
C -5.18454 1.44255 -0.56641
C -6.03306 2.01602 0.37189
C -5.54585 2.95012 1.27464
C -4.20159 3.30971 1.25728
C -3.34152 2.73599 0.33731
C -2.19845 2.74398 -3.09598
C -1.87485 3.98835 -2.53878
C -1.66473 5.06642 -3.37506
C -1.79683 4.91769 -4.75403
C -2.13446 3.68924 -5.30423
C -2.33417 2.59167 -4.48282
H -1.03265 -0.04821 -3.94302
H -1.24488 -2.10653 -5.28858
H -3.28687 -3.48390 -5.13059
H -5.12446 -2.82226 -3.62526
H -4.93114 -0.82135 -2.23643
H -5.60391 0.76442 -1.29745
H -7.08200 1.75293 0.37310
H -6.22106 3.41843 1.97817
H -3.83236 4.05863 1.94532
H -2.29950 3.03838 0.32339
H -1.79346 4.12640 -1.46828
H -1.41264 6.03109 -2.95668
H -1.64776 5.77228 -5.40006
H -2.25415 3.58522 -6.37392
H -2.62306 1.64775 -4.92581